[1]
The following is a quantum chemistry calculation of an isolated molecule of C2H6N4OS in a non-equilibrium geometry, from the Open Molecules 2025 dataset.

The geometry in XYZ format:
```
14
Properties=species:S:1:pos:R:3:forces:R:3:nbo_charge:R:1
S -2.496601 -1.110154 -0.041434 -2.017 -2.446 0.165 -0.10
O -1.017354 2.378823 -0.182556 2.665 -0.356 -1.101 -0.60
N -1.790725 1.246398 0.218195 3.387 0.645 -1.034 -0.25
N 0.281062 -1.739100 -0.066522 -5.054 0.074 0.430 -0.80
N 2.296241 -0.178275 0.020724 1.976 3.037 -0.082 -0.69
N 1.006214 0.530191 -0.096523 0.059 -2.611 -0.774 -0.36
C -1.328181 -0.020581 0.015382 -1.462 2.654 -0.545 0.01
C 0.092841 -0.448668 -0.221968 1.901 4.864 2.181 0.33
H -2.761500 1.576626 0.332232 0.851 -1.061 -0.297 0.43
H 3.135729 0.511895 0.266207 -2.661 -1.134 -1.322 0.36
H -0.754195 -2.088748 -0.169768 2.103 -0.824 0.186 0.40
H 2.270773 -0.610466 0.913509 -0.488 -1.152 1.124 0.34
H 1.072666 -2.167449 -0.364363 2.627 -1.484 -1.127 0.41
H -0.006975 2.119509 -0.623121 -3.888 -0.206 2.196 0.53
```
Positions in Å, forces in eV/Å.

Computed properties:
- SMILES: N/N=C(\N)C(=S)NO
- HOMO: -8.62 eV
- Molar mass: 134.16 g/mol
- Maximum force: 5.7 eV/Å
- ΔE to the lowest compared entry with this formula, charge and spin: 496.99 kJ/mol
- LUMO: -0.2 eV

[2]
The following is a quantum chemistry calculation of an isolated molecule of C2HNO3 in a non-equilibrium geometry, from the Open Molecules 2025 dataset.

The geometry in XYZ format:
```
7
Properties=species:S:1:pos:R:3:forces:R:3:nbo_charge:R:1
O 0.988880 -2.465119 -0.068438 0.439 -1.362 0.250 -0.37
O 2.119788 0.885456 1.330655 0.546 1.669 0.849 0.10
O 2.727991 -0.242216 1.463669 -0.040 -2.417 -0.836 -0.42
N 1.037913 0.959262 0.740888 -1.098 1.222 -0.764 0.05
C 0.480834 -0.101602 0.138132 1.650 0.581 1.710 -0.42
C 0.894125 -1.373194 0.212074 0.731 0.108 -0.284 0.80
H -0.537424 0.023166 0.076070 -2.228 0.198 -0.925 0.26
```
Positions in Å, forces in eV/Å.

Computed properties:
- HOMO (alpha / beta): -9.72 / -9.72 eV
- Molar mass: 87.03 g/mol
- Maximum force: 2.6 eV/Å
- ΔE to the lowest compared entry with this formula, charge and spin: 622.62 kJ/mol
- LUMO (alpha / beta): -0.8 / -0.8 eV

[3]
The following is a quantum chemistry calculation of C42H43F13N2O4PS2W as an isolated structure, from the Open Molecules 2025 dataset.

The geometry in XYZ format:
```
108
Properties=species:S:1:pos:R:3:forces:R:3:lowdin_charge:R:1
W 0.174958 0.324076 -0.498696 -0.227 0.250 0.424 1.32
S -0.431521 -1.119000 1.482194 -0.235 0.028 -0.493 0.51
S 0.734160 -1.796078 -1.575484 0.015 -0.068 -0.069 0.17
P -0.906453 -2.516035 0.086315 -0.022 -0.134 -0.066 0.36
F -0.894161 4.131383 -2.672467 -0.014 -0.016 0.029 0.16
F -0.037696 2.189102 -5.506262 -0.021 -0.023 0.002 0.10
F -1.185831 0.618428 3.603547 -0.008 0.164 0.096 0.09
F 2.311535 0.454888 -2.724910 0.479 -0.181 0.489 -0.02
F -1.879716 3.460695 -4.467873 -0.008 -0.022 -0.018 0.12
F 0.879451 0.555866 -4.459124 -0.423 0.112 -0.393 0.14
F 1.381396 2.605468 -3.953869 -0.041 0.058 -0.049 0.15
F -3.223584 3.686637 1.934875 -0.015 -0.015 -0.020 0.13
F -2.131261 3.703246 0.089466 -0.021 0.036 -0.497 0.18
F -1.174320 4.334031 1.909225 0.125 0.013 0.004 0.13
F -1.892600 2.632512 3.914967 0.041 -0.063 0.019 0.11
F 0.139631 2.285319 3.292506 -0.080 -0.019 0.030 0.16
F -2.705854 2.941819 -2.568007 -0.041 0.114 0.388 0.16
O -0.189189 -3.876959 0.701736 -0.009 0.050 -0.060 -0.40
O -2.510309 -2.900838 0.365807 0.036 -0.067 0.120 -0.39
O -0.006497 1.748072 -1.962690 0.165 -0.168 0.115 -0.26
O -0.363447 1.819369 0.847003 -0.125 0.122 -0.234 -0.28
N -1.874856 0.225789 -0.929852 -0.175 0.216 -0.075 -0.13
N 2.293393 0.461363 0.075872 0.080 0.120 -0.131 -0.11
C 2.015284 4.384388 1.054781 -0.008 0.051 0.008 -0.06
C 3.464165 0.365424 -0.664344 -0.083 -0.013 -0.036 -0.22
C -2.856704 -0.877442 -4.902155 0.018 -0.008 -0.026 -0.28
C -2.710309 1.042604 1.234981 -0.020 0.045 0.000 -0.10
C -3.049484 -3.014507 1.683424 -0.018 0.051 -0.026 -0.33
C -3.806514 -4.322275 1.798367 -0.015 0.002 0.000 -0.09
C 3.476042 0.331725 -2.070592 -0.083 0.041 0.005 -0.23
C 2.588544 0.779204 1.442258 -0.091 -0.087 -0.010 -0.23
C 0.378899 1.778655 -4.276500 0.064 -0.020 -0.016 -0.54
C -1.507015 1.950860 1.575262 0.063 -0.129 0.121 -0.35
C 1.844980 -2.496442 3.193377 0.015 -0.041 0.103 -0.13
C -2.914302 0.453613 -0.047125 0.158 -0.148 0.010 -0.22
C -6.050654 0.404160 2.990649 -0.008 0.004 0.005 -0.07
C 3.003371 0.139204 3.723578 0.029 0.012 0.006 -0.05
C 4.354095 3.696548 0.498643 0.006 0.014 0.002 -0.06
C 1.591606 -5.172132 -0.254488 0.007 -0.015 0.022 -0.10
C 3.243214 1.459641 4.065881 -0.009 -0.021 -0.010 -0.09
C 5.918656 0.250945 -0.865751 0.007 -0.023 -0.016 -0.13
C 2.564311 -1.719182 2.088648 0.055 0.010 -0.022 -0.41
C 2.698243 -0.233947 2.416069 0.021 -0.021 -0.017 -0.15
C -1.687949 0.600693 -3.354588 0.092 -0.075 -0.037 -0.06
C 4.610000 0.235842 -2.844546 -0.034 -0.007 0.005 -0.03
C 5.863215 0.182437 -2.247808 0.014 0.011 0.015 -0.13
C -5.001314 0.483147 1.914289 0.003 -0.018 0.005 -0.30
C -1.541844 3.093158 -3.205762 0.046 -0.061 -0.028 -0.54
C -2.836936 -1.339974 -2.542150 -0.110 0.036 0.003 -0.05
C -3.276394 -1.208883 -6.310574 0.000 0.000 -0.003 -0.07
C -2.094393 0.251570 -4.640717 0.074 -0.034 0.065 0.01
C 0.098352 -4.917575 -0.225271 0.024 -0.057 -0.011 -0.36
C -3.738731 0.989928 2.173581 -0.021 0.023 -0.017 -0.02
C 4.762912 0.348821 -0.105053 -0.052 -0.136 0.045 -0.06
C 2.917744 3.205593 0.715386 0.040 -0.042 -0.020 -0.35
C -1.109525 1.860237 3.104454 0.071 -0.041 0.037 -0.54
C -5.249289 0.084819 0.608186 0.002 -0.018 -0.001 -0.07
C -2.153967 -0.151975 -2.265965 0.000 0.031 0.117 -0.26
C 3.189934 2.436333 3.087228 -0.008 -0.005 -0.012 -0.06
C -3.185749 -1.696301 -3.831153 0.000 0.008 0.030 -0.04
C -2.019329 3.425288 1.376653 0.041 -0.010 0.151 -0.54
C 2.870121 2.115940 1.773487 0.039 0.028 0.037 -0.15
C -0.708538 1.769082 -3.137190 -0.038 -0.047 -0.091 -0.31
C 3.917054 -2.400440 1.837485 -0.001 0.056 0.107 -0.06
C -4.245394 0.078313 -0.337370 0.001 0.031 -0.011 -0.02
H 5.023602 2.888131 0.205190 -0.023 0.013 0.005 0.06
H -6.243919 -0.244298 0.319802 0.000 0.003 -0.003 0.10
H 3.393671 3.469382 3.347817 0.003 0.004 0.002 0.10
H -5.969866 1.243110 3.685486 0.004 -0.001 -0.001 0.07
H 2.325225 4.875193 1.982954 -0.009 -0.005 -0.004 0.07
H -4.290608 -4.400723 2.775786 0.006 -0.001 0.001 0.07
H 4.390527 -2.058933 0.922818 0.058 0.111 -0.120 0.06
H -3.710165 -2.158424 1.850497 0.008 0.007 0.007 0.10
H 4.605208 -2.222061 2.671550 -0.004 -0.008 -0.005 0.08
H -3.720639 -2.625300 -4.003244 -0.003 0.002 -0.001 0.10
H 0.991568 4.049082 1.162486 -0.128 -0.016 0.029 0.05
H 0.936319 -1.989553 3.515692 0.095 -0.044 0.050 0.03
H 3.064489 -0.623920 4.490392 0.004 -0.002 -0.003 0.10
H -3.699092 -2.213535 -6.364678 0.001 -0.001 0.001 0.06
H -2.429963 -1.162300 -6.999059 0.001 0.002 0.001 0.07
H -4.033346 -0.509814 -6.676859 -0.002 0.000 0.002 0.07
H 2.553424 2.775590 -0.218077 0.010 0.023 0.000 0.13
H 2.111718 -4.260052 -0.548179 -0.018 0.005 -0.019 0.05
H 6.875239 0.233032 -0.355049 0.001 0.002 -0.001 0.09
H -3.098788 -1.978933 -1.709604 -0.009 0.005 -0.005 0.09
H -4.575016 -4.384903 1.025559 -0.002 0.003 0.004 0.07
H 2.055815 5.128168 0.254197 -0.010 -0.003 0.002 0.08
H -2.249368 -2.964803 2.425588 -0.001 -0.013 0.008 0.08
H -3.125769 -5.166871 1.676696 0.000 0.002 -0.010 0.07
H 4.868830 0.412852 0.967503 -0.029 -0.019 0.055 0.11
H -0.444846 -5.813887 0.095145 -0.014 0.008 -0.008 0.10
H -3.569682 1.407684 3.156756 0.006 -0.008 -0.011 0.11
H 4.744742 4.150652 1.415297 -0.001 0.004 -0.001 0.07
H -5.961067 -0.514313 3.579623 0.000 -0.003 -0.003 0.07
H 4.480393 0.219834 -3.919520 0.001 0.000 -0.001 0.11
H 1.830947 -5.965374 -0.968161 0.006 0.000 0.005 0.07
H 1.943453 -5.473511 0.734706 0.004 0.006 0.000 0.07
H 3.471687 1.723916 5.092591 0.005 0.000 -0.002 0.09
H 1.976213 -1.803270 1.174806 0.130 -0.021 0.027 0.04
H 4.372271 4.457802 -0.286243 0.007 -0.001 -0.005 0.07
H 2.494013 -2.647490 4.062651 0.038 -0.008 0.006 0.06
H 3.764819 -3.480769 1.751343 0.003 0.016 -0.010 0.07
H -0.261731 -4.649400 -1.224622 0.033 0.031 0.004 0.09
H 6.760880 0.107986 -2.848456 0.000 -0.004 0.002 0.08
H -7.055105 0.419413 2.561203 0.000 0.001 0.000 0.06
H 1.560398 -3.480669 2.814392 -0.024 0.019 -0.007 0.07
H -4.494786 -0.251868 -1.331803 0.026 -0.012 -0.056 0.10
H -1.795286 0.866897 -5.476772 0.053 0.021 -0.036 0.12
```
Positions in Å, forces in eV/Å.

Computed properties:
- HOMO (alpha / beta): -0.82 / -2.20 eV
- Molar mass: 1165.74 g/mol
- Maximum force: 0.7 eV/Å
- Spin multiplicity: 4
- Total charge: -2
- LUMO (alpha / beta): 4.3 / 4.3 eV
- <S²>: 3.765